w) {"formula": "C5H3F", "method": "ωB97M-V/def2-TZVPD", "elements": ["C", "C", "C", "C", "C", "F", "H", "H", "H"], "positions_angstrom": [[1.8300, -2.2710, -1.0116], [1.0484, -1.5108, -0.5819], [0.2000, -0.7501, 0.0262], [-0.7050, 0.0808, 0.2879], [-1.1109, 1.5676, 0.5827], [-1.9102, 2.2078, -0.4404], [2.5416, -3.0613, -1.3246], [-1.7436, 1.5500, 1.6601], [-0.1503, 2.1872, 0.8017]], "nbo_charge": [-0.11, -0.12, -0.07, 0.02, -0.02, -0.36, 0.25, 0.20, 0.21], "multiplicity": 1, "charge": 0, "smiles": "C#CC#CCF", "gap_ha": 0.3563, "homo_ev": -9.5}

=====

x) {"formula": "C5H3F", "method": "ωB97M-V/def2-TZVPD", "elements": ["C", "C", "C", "C", "C", "F", "H", "H", "H"], "positions_angstrom": [[0.6818, 1.4317, 2.8683], [0.6390, 0.9904, 1.7293], [0.5274, 0.5279, 0.4010], [0.1137, 0.1526, -0.6914], [-0.4089, -1.0121, -1.7346], [-1.4701, -0.5342, -2.6924], [0.4015, 1.6455, 3.8822], [0.3481, -1.2888, -2.5739], [-0.8324, -1.9130, -1.1885]], "nbo_charge": [-0.16, -0.08, -0.08, 0.02, 0.00, -0.39, 0.25, 0.22, 0.22], "multiplicity": 1, "charge": 0, "smiles": "C#CC#CCF", "gap_ha": 0.3706, "homo_ev": -9.9}

=====

y) {"formula": "C5H3F", "method": "ωB97M-V/def2-TZVPD", "elements": ["C", "C", "C", "C", "C", "F", "H", "H", "H"], "positions_angstrom": [[2.4106, -0.0546, -0.1862], [-1.2764, 1.5128, -0.5684], [1.5657, -0.8950, -0.2388], [-1.2189, 0.4266, -0.1079], [-1.1602, -0.7504, 0.5815], [-1.6656, -1.8973, 0.1108], [3.3757, 0.2110, -0.1794], [-1.4560, 2.5017, -0.9138], [-0.5749, -1.0548, 1.5021]], "nbo_charge": [-0.45, -0.05, -0.01, -0.19, 0.32, -0.30, 0.21, 0.24, 0.23], "multiplicity": 1, "charge": 0, "gap_ha": [0.3326, 0.2276], "homo_ev": [-10.3, -8.7]}

=====

Relative energies, hartree: w) 0.0060; x) 0.0000; y) 0.1506.

=====

w) {"formula": "C3H4ClN", "method": "ωB97M-V/def2-TZVPD", "elements": ["N", "C", "C", "C", "Cl", "H", "H", "H", "H"], "positions_angstrom": [[-2.8583, 0.0363, -0.0469], [-1.6767, -0.0864, -0.0045], [-0.2401, -0.4730, -0.0341], [0.8825, 0.5192, -0.0281], [2.5764, -0.1517, -0.0315], [-0.0894, -1.1324, -0.8506], [-0.1640, -1.0260, 0.8965], [0.8013, 1.0527, 0.9148], [0.7681, 1.2614, -0.8155]], "nbo_charge": [-0.31, 0.28, -0.53, -0.34, -0.05, 0.25, 0.25, 0.22, 0.22], "multiplicity": 1, "charge": 0, "smiles": "N#CCCCl", "gap_ha": 0.4427, "homo_ev": -11.4}

=====

x) {"formula": "C3H4ClN", "method": "ωB97M-V/def2-TZVPD", "elements": ["C", "C", "C", "N", "Cl", "H", "H", "H", "H"], "positions_angstrom": [[1.0738, 0.9988, -0.9497], [0.6674, -0.3615, -0.9316], [-0.8174, 0.1612, 0.8804], [1.3734, 2.0910, -0.9318], [-1.2885, -1.2172, 1.5754], [0.0744, -0.8241, -1.7703], [1.2141, -1.0796, -0.2949], [-1.4642, 0.6001, 0.2045], [0.0953, 0.7633, 1.1744]], "nbo_charge": [0.21, -0.53, -0.38, -0.34, 0.11, 0.25, 0.24, 0.20, 0.24], "multiplicity": 1, "charge": 0, "gap_ha": [0.3100, 0.2915], "homo_ev": [-8.9, -8.7]}

=====

Relative energies, hartree: w) 0.0000; x) 0.1071.

=====

w) {"formula": "C2H4IN", "method": "ωB97M-V/def2-TZVPD", "elements": ["H", "N", "C", "C", "I", "H", "H", "H"], "positions_angstrom": [[-1.0071, -2.5646, -0.4569], [-0.3331, -1.7758, -0.1289], [-0.7714, -0.5585, -0.0927], [0.1337, 0.5897, 0.0691], [-2.8972, 0.0656, -0.0069], [-0.3040, 1.5394, 0.3506], [0.4457, 0.7795, -1.0105], [0.8514, 0.2672, 0.6587]], "nbo_charge": [0.38, -0.64, 0.26, -0.70, -0.01, 0.24, 0.24, 0.24], "multiplicity": 1, "charge": 0, "smiles": "[H]/N=C(/C)I", "gap_ha": 0.3631, "homo_ev": -9.6}

=====

x) {"formula": "C2H4IN", "method": "ωB97M-V/def2-TZVPD", "elements": ["C", "C", "N", "I", "H", "H", "H", "H"], "positions_angstrom": [[-1.3199, 0.7226, -0.0839], [0.4742, -0.8315, 0.0721], [1.7314, -1.0409, 0.1267], [3.3732, 0.3403, -0.0589], [-0.5575, 1.5426, -0.4247], [-1.5400, 0.8157, 1.0422], [-0.1263, -1.7818, 0.1392], [-2.0352, 0.2330, -0.8127]], "nbo_charge": [-0.59, 0.10, -0.57, 0.21, 0.22, 0.22, 0.19, 0.22], "multiplicity": 1, "charge": 0, "gap_ha": [0.2753, 0.2744], "homo_ev": [-8.3, -8.4]}

=====

Relative energies, hartree: w) 0.0000; x) 0.1413.

=====

w) {"formula": "C19H24N3O6P2Ti", "method": "ωB97M-V/def2-TZVPD", "elements": ["Ti", "O", "C", "O", "C", "C", "C", "N", "C", "C", "C", "O", "O", "H", "H", "H", "O", "N", "N", "O", "C", "C", "C", "C", "C", "C", "H", "H", "H", "H", "H", "C", "P", "C", "C", "C", "P", "C", "C", "H", "H", "H", "H", "H", "H", "H", "H", "H", "H", "H", "H", "H", "H", "H", "H"], "positions_angstrom": [[-0.0821, 0.2298, 0.0454], [2.8729, -0.0399, 6.3094], [1.6545, -0.1079, 6.1334], [0.6768, -0.2912, 6.8734], [1.2105, 0.1314, 4.6360], [-0.0977, 0.5255, 4.3628], [-0.5113, 0.6332, 3.0558], [0.2935, 0.3269, 2.0234], [1.5740, -0.0256, 2.2873], [2.0714, -0.1090, 3.5692], [2.4001, -0.2919, 1.0491], [3.5498, -0.6429, 1.1044], [1.7197, -0.1237, -0.0716], [-0.7682, 0.7129, 5.1902], [-1.5137, 0.9557, 2.7989], [3.1077, -0.3634, 3.7465], [-0.5052, 0.2367, -1.7012], [-0.4707, 1.4151, -2.2967], [-0.2396, 2.3540, -1.4121], [-0.2009, 2.0253, -0.1103], [-0.1240, 3.7022, -1.7954], [-0.0471, 4.6851, -0.8131], [0.0374, 6.0141, -1.1903], [0.0490, 6.3645, -2.5320], [-0.0038, 5.3745, -3.5047], [-0.0859, 4.0419, -3.1491], [-0.0475, 4.3943, 0.2273], [0.0936, 6.7811, -0.4299], [0.1004, 7.4061, -2.8191], [0.0257, 5.6478, -4.5509], [-0.1142, 3.2628, -3.8957], [-3.6871, 0.9272, -0.7206], [-2.6182, -0.2285, 0.2135], [-3.6737, -0.6819, 1.6471], [-2.7732, -1.7490, -0.8313], [-1.9515, -2.9049, -0.2504], [-0.1936, -2.3504, -0.0800], [0.5495, -3.6662, 0.9457], [0.5020, -2.7325, -1.7287], [-4.7115, 0.5585, -0.7557], [-3.2973, 1.0290, -1.7338], [-3.6671, 1.9086, -0.2459], [-4.5661, -1.2036, 1.3018], [-3.9705, 0.2141, 2.1921], [-3.1193, -1.3252, 2.3308], [-2.3819, -1.4720, -1.8122], [-3.8247, -2.0213, -0.9436], [-2.0095, -3.7903, -0.8856], [-2.3229, -3.1812, 0.7398], [0.3154, -4.6427, 0.5240], [0.1714, -3.6061, 1.9661], [1.6310, -3.5264, 0.9702], [0.4136, -3.7952, -1.9529], [1.5518, -2.4369, -1.7261], [-0.0075, -2.1477, -2.4924]], "nbo_charge": [1.26, -0.71, 0.74, -0.73, 0.01, -0.22, 0.05, -0.56, 0.09, -0.20, 0.75, -0.55, -0.72, 0.26, 0.19, 0.28, -0.50, 0.09, 0.11, -0.51, 0.16, -0.24, -0.19, -0.20, -0.19, -0.24, 0.24, 0.22, 0.22, 0.22, 0.24, -0.93, 0.92, -0.94, -0.70, -0.71, 0.92, -0.93, -0.93, 0.24, 0.25, 0.25, 0.24, 0.25, 0.25, 0.24, 0.23, 0.24, 0.23, 0.24, 0.25, 0.26, 0.23, 0.26, 0.25], "multiplicity": 2, "s2": 0.7664, "charge": 0, "gap_ha": [0.2357, 0.2405], "homo_ev": [-7.7, -7.7]}

=====

x) {"formula": "C19H24N3O6P2Ti", "method": "ωB97M-V/def2-TZVPD", "elements": ["Ti", "O", "C", "O", "C", "C", "C", "N", "C", "C", "C", "O", "O", "H", "H", "H", "O", "N", "N", "O", "C", "C", "C", "C", "C", "C", "H", "H", "H", "H", "H", "C", "P", "C", "C", "C", "P", "C", "C", "H", "H", "H", "H", "H", "H", "H", "H", "H", "H", "H", "H", "H", "H", "H", "H"], "positions_angstrom": [[-0.9802, -0.4034, 0.2858], [4.6207, -3.4026, 3.1688], [3.5164, -3.2287, 3.7226], [3.1497, -3.3684, 4.9037], [2.3960, -2.8380, 2.7644], [2.6724, -2.5629, 1.4334], [1.7090, -1.9828, 0.6366], [0.4914, -1.6703, 1.1019], [0.1962, -1.9985, 2.3811], [1.1048, -2.5787, 3.2271], [-1.1717, -1.5571, 2.8679], [-1.6484, -1.9055, 3.8990], [-1.7692, -0.6666, 2.0062], [3.6661, -2.7823, 1.0648], [1.8985, -1.7171, -0.3968], [0.8576, -2.7908, 4.2590], [-1.8297, -1.6634, -0.8655], [-1.3781, -1.8015, -2.0376], [-0.4342, -0.9880, -2.2844], [-0.0570, -0.0593, -1.4017], [0.3454, -1.1359, -3.5196], [1.5270, -0.4369, -3.5919], [2.3194, -0.5868, -4.7261], [1.9100, -1.4156, -5.7555], [0.7000, -2.0960, -5.6568], [-0.0966, -1.9657, -4.5290], [1.8230, 0.2129, -2.7834], [3.2608, -0.0575, -4.7894], [2.5305, -1.5348, -6.6334], [0.3662, -2.7345, -6.4638], [-1.0308, -2.5032, -4.4392], [0.6519, 1.3155, 3.1926], [0.2652, 1.6480, 1.4514], [1.7346, 2.5399, 0.8886], [-0.9929, 3.0001, 1.5881], [-2.4503, 2.4996, 1.5041], [-2.7409, 1.5171, -0.0157], [-2.2636, 2.7023, -1.3049], [-4.5402, 1.4752, -0.1260], [-0.2053, 0.8820, 3.7064], [0.9325, 2.2484, 3.6867], [1.4822, 0.6115, 3.2675], [1.8721, 3.4433, 1.4857], [1.6457, 2.8076, -0.1645], [2.6146, 1.9068, 1.0038], [-0.7985, 3.7075, 0.7790], [-0.8207, 3.5305, 2.5263], [-3.1510, 3.3377, 1.5288], [-2.6766, 1.8474, 2.3499], [-2.7252, 3.6784, -1.1400], [-2.5803, 2.3233, -2.2782], [-1.1808, 2.8113, -1.3406], [-4.9329, 2.4926, -0.1678], [-4.9478, 0.9629, 0.7454], [-4.8570, 0.9314, -1.0150]], "nbo_charge": [1.28, -0.73, 0.71, -0.72, -0.01, -0.22, 0.04, -0.53, 0.06, -0.18, 0.77, -0.53, -0.79, 0.26, 0.20, 0.28, -0.48, 0.20, 0.14, -0.58, 0.17, -0.25, -0.19, -0.20, -0.19, -0.24, 0.24, 0.23, 0.22, 0.23, 0.25, -0.94, 0.90, -0.94, -0.70, -0.70, 0.92, -0.94, -0.94, 0.26, 0.23, 0.26, 0.24, 0.24, 0.26, 0.23, 0.24, 0.23, 0.26, 0.23, 0.25, 0.24, 0.23, 0.26, 0.25], "multiplicity": 2, "s2": 0.7557, "charge": 0, "gap_ha": [0.2532, 0.2390], "homo_ev": [-7.6, -7.6]}

=====

Relative energies, hartree: w) 0.0469; x) 0.0000.

=====

w) {"formula": "C16H17NO", "method": "ωB97M-V/def2-TZVPD", "elements": ["C", "C", "C", "N", "C", "C", "C", "C", "C", "C", "H", "H", "H", "H", "H", "H", "H", "H", "H", "C", "C", "C", "C", "C", "O", "C", "C", "H", "H", "H", "H", "H", "H", "H", "H"], "positions_angstrom": [[-4.0112, 0.5597, -0.9140], [-3.3484, 0.4574, 0.4160], [-3.2253, 1.5298, 1.2368], [-2.3222, 1.2320, 2.2729], [-1.8058, -0.0092, 1.9781], [-0.7375, -0.6301, 2.6148], [-0.4106, -1.9299, 2.1381], [-1.1120, -2.5091, 1.1381], [-2.1920, -1.8941, 0.4120], [-2.4598, -0.6256, 0.8367], [-4.3697, 1.5380, -1.2648], [-5.0171, 0.0582, -1.0575], [-3.5242, -0.1087, -1.6492], [-3.4271, 2.6148, 1.1836], [-1.6932, 1.9458, 2.6263], [-0.0989, -0.0209, 3.2474], [0.4720, -2.4416, 2.4798], [-0.8915, -3.5112, 0.8270], [-2.6559, -2.2983, -0.4593], [2.2836, -1.7359, -3.2516], [2.4395, -0.5176, -2.3354], [3.5626, -0.5828, -1.5025], [3.7441, 0.4186, -0.5612], [2.8743, 1.4859, -0.5147], [3.0701, 2.4968, 0.3851], [1.6799, 1.5119, -1.2484], [1.4698, 0.4613, -2.1277], [2.5962, -1.5328, -4.2789], [1.2424, -1.9888, -3.2393], [2.9738, -2.5927, -2.9681], [4.2936, -1.3650, -1.5883], [4.6118, 0.4484, 0.0395], [3.8129, 2.3384, 0.9737], [0.9898, 2.2947, -0.9821], [0.5479, 0.5253, -2.6628]], "nbo_charge": [-0.65, -0.12, -0.02, -0.55, 0.14, -0.23, -0.22, -0.22, -0.23, -0.01, 0.23, 0.21, 0.22, 0.21, 0.40, 0.21, 0.21, 0.21, 0.22, -0.62, -0.05, -0.18, -0.29, 0.31, -0.68, -0.26, -0.19, 0.21, 0.22, 0.21, 0.21, 0.20, 0.48, 0.23, 0.21], "multiplicity": 1, "charge": 0, "smiles": "Cc1c[nH]c2ccccc12.Cc1ccc(O)cc1", "gap_ha": 0.3112, "homo_ev": -7.8}

=====

x) {"formula": "C16H17NO", "method": "ωB97M-V/def2-TZVPD", "elements": ["C", "C", "C", "N", "C", "C", "C", "C", "C", "C", "H", "H", "H", "H", "H", "H", "H", "H", "H", "C", "C", "C", "C", "C", "O", "C", "C", "H", "H", "H", "H", "H", "H", "H", "H"], "positions_angstrom": [[-3.6452, 1.6417, 0.7328], [-2.2211, 1.3074, 0.5775], [-1.5582, 0.5954, -0.3629], [-0.2022, 0.5664, -0.0869], [0.0337, 1.3238, 1.0861], [1.1476, 1.3564, 1.9445], [0.9410, 1.8637, 3.1845], [-0.2678, 2.5365, 3.5548], [-1.2670, 2.6210, 2.6429], [-1.2300, 1.8409, 1.4465], [-4.2640, 0.7437, 0.5301], [-4.0312, 2.4371, 0.0949], [-3.9437, 1.8537, 1.7745], [-1.8366, -0.0025, -1.2189], [0.4789, 0.3044, -0.7805], [2.1062, 0.8805, 1.7443], [1.7595, 1.8490, 3.8988], [-0.1559, 2.9367, 4.5699], [-2.0279, 3.3693, 2.8108], [1.6062, -0.4613, -3.7740], [1.4530, -1.4127, -2.6163], [0.3633, -2.2404, -2.4121], [0.1776, -2.9808, -1.2897], [1.0760, -2.8071, -0.2305], [0.9974, -3.5154, 0.9293], [2.1587, -1.9360, -0.3474], [2.3437, -1.2313, -1.5565], [0.6238, 0.0257, -3.8667], [1.4720, -1.1167, -4.6695], [2.4372, 0.2595, -3.7189], [-0.2105, -2.3701, -3.3306], [-0.5469, -3.7903, -1.2652], [0.1341, -3.9430, 1.0472], [2.8595, -1.8962, 0.4785], [3.2388, -0.6091, -1.5212]], "nbo_charge": [-0.63, -0.11, -0.02, -0.53, 0.14, -0.24, -0.21, -0.25, -0.19, -0.09, 0.22, 0.22, 0.22, 0.21, 0.42, 0.22, 0.20, 0.22, 0.21, -0.64, -0.06, -0.20, -0.29, 0.31, -0.67, -0.27, -0.21, 0.22, 0.22, 0.23, 0.21, 0.22, 0.48, 0.23, 0.22], "multiplicity": 1, "charge": 0, "smiles": "Cc1c[nH]c2ccccc12.Cc1ccc(O)cc1", "gap_ha": 0.3066, "homo_ev": -7.6}

=====

y) {"formula": "C16H17NO", "method": "ωB97M-V/def2-TZVPD", "elements": ["C", "C", "C", "N", "C", "C", "C", "C", "C", "C", "H", "H", "H", "H", "H", "H", "H", "H", "H", "C", "C", "C", "C", "C", "O", "C", "C", "H", "H", "H", "H", "H", "H", "H", "H"], "positions_angstrom": [[3.4365, 1.7693, 1.7651], [2.0625, 1.3461, 1.3693], [1.4948, 0.0680, 1.5657], [0.1326, 0.1506, 1.3532], [-0.2292, 1.3268, 0.8251], [-1.3061, 1.7415, -0.0336], [-1.2160, 3.1337, -0.4011], [-0.2267, 4.0831, -0.0325], [0.8444, 3.6222, 0.6459], [0.9192, 2.2065, 0.9588], [3.4559, 2.3763, 2.7513], [3.9967, 2.3781, 0.9999], [4.1621, 0.8162, 1.8755], [2.0346, -0.7775, 1.9037], [-0.5304, -0.6863, 1.4660], [-2.0206, 1.0982, -0.6401], [-2.0260, 3.5282, -0.8741], [-0.4109, 5.0610, -0.4151], [1.6419, 4.2222, 0.9890], [0.9015, -3.8053, -0.3123], [-0.2807, -2.9788, -0.7557], [-1.4635, -3.0296, -0.0425], [-2.5277, -2.1707, -0.3494], [-2.4421, -1.4006, -1.5571], [-3.4417, -0.5360, -1.8076], [-1.2630, -1.2030, -2.2286], [-0.2179, -2.1254, -1.8671], [0.9830, -4.7708, -0.5198], [0.7303, -3.8723, 0.8095], [1.8493, -3.4915, -0.6549], [-1.5827, -3.6071, 0.8589], [-3.3805, -1.8338, 0.3475], [-3.5332, -0.3214, -2.7472], [-1.2130, -0.3580, -2.9153], [0.6665, -1.9600, -2.3305]], "nbo_charge": [-0.64, -0.09, -0.04, -0.53, 0.14, -0.26, -0.20, -0.26, -0.18, -0.09, 0.22, 0.22, 0.21, 0.21, 0.42, 0.24, 0.19, 0.21, 0.21, -0.62, -0.05, -0.21, -0.27, 0.28, -0.69, -0.27, -0.17, 0.22, 0.21, 0.22, 0.21, 0.24, 0.49, 0.22, 0.20], "multiplicity": 1, "charge": 0, "smiles": "Cc1c[nH]c2ccccc12.Cc1ccc(O)cc1", "gap_ha": 0.3029, "homo_ev": -7.5}

=====

Relative energies, hartree: w) 0.0118; x) 0.0000; y) 0.0593.